Record 1
72
Properties=species:S:1:pos:R:3:lowdin_charge:R:1 method="wB97M-V/def2-TZVPD" lumo_ev=-3.4 charge=+1 e_tot_ev=-129340.8931 e_homo_ev=-10.698
Ga 0.75137 -0.82446 0.05046 0.238
Cl -2.06105 -7.62162 -0.04752 0.687
C -1.64568 -5.94218 -0.13906 -0.666
C -2.64204 -4.99477 -0.39792 -0.066
C -2.33435 -3.65686 -0.46570 0.008
C -1.02173 -3.19868 -0.26049 -0.302
O -0.79379 -1.89734 -0.28947 -0.162
C -0.02187 -4.16609 -0.03715 -0.122
C 1.36472 -3.81486 -0.00030 -0.005
N 1.81547 -2.61314 -0.05278 0.072
C 3.20083 -2.36079 -0.17800 -0.183
C 4.22698 -3.14199 0.25893 0.019
C 5.56661 -2.76871 -0.00034 -0.038
C 5.85608 -1.62634 -0.68532 -0.009
C 4.80646 -0.78025 -1.12091 -0.130
C 5.01518 0.43190 -1.81415 0.029
C 3.94834 1.20329 -2.17153 -0.012
C 2.65824 0.77955 -1.81405 -0.084
N 2.42007 -0.34818 -1.18225 0.080
C 3.48180 -1.14527 -0.84442 -0.134
C -0.35164 -5.53463 0.02126 -0.050
H -3.66054 -5.32920 -0.55174 0.116
H -3.10079 -2.92390 -0.67565 0.101
H 2.07520 -4.64290 0.00908 0.141
H 4.02734 -4.04798 0.81757 0.122
H 6.36623 -3.40514 0.35332 0.117
H 6.88102 -1.34632 -0.89233 0.123
H 6.02631 0.73931 -2.05364 0.132
H 4.07567 2.13666 -2.70199 0.119
H 1.80373 1.38933 -2.05069 0.071
H 0.42979 -6.26670 0.18795 0.120
F 1.72659 -0.41796 1.51697 -0.278
C -4.26623 1.91324 0.97151 -0.214
Si -3.30686 0.43016 0.40193 0.335
C -3.83147 -0.06715 -1.31432 -0.200
C -3.38095 -0.91480 1.66981 -0.206
Sb -0.88520 1.23665 0.25203 1.058
Si -0.72456 2.84595 -1.72560 0.308
C -2.22847 3.92327 -1.71018 -0.222
C 0.81859 3.85942 -1.48634 -0.222
C -0.70823 1.77220 -3.24563 -0.220
Si -0.16896 2.19198 2.53464 0.328
C 1.52472 2.88569 2.32197 -0.212
C -0.26848 0.74686 3.67886 -0.208
C -1.39275 3.51184 2.99425 -0.219
H -5.31784 1.63435 1.10100 0.048
H -4.22189 2.72792 0.24397 0.022
H -3.89873 2.28851 1.92862 0.015
H -4.63069 0.59726 -1.65196 0.041
H -4.21568 -1.08853 -1.33666 0.025
H -3.01012 -0.01226 -2.02962 0.015
H -4.28596 -1.51368 1.52909 0.047
H -3.42351 -0.47084 2.66741 0.033
H -2.51924 -1.58246 1.61742 0.019
H -2.30468 4.47414 -0.76956 0.034
H -3.13836 3.33187 -1.84024 0.026
H -2.18063 4.65198 -2.52626 0.047
H 0.57549 4.75990 -0.91634 0.041
H 1.22694 4.17524 -2.45167 0.044
H 1.59723 3.32788 -0.93829 0.007
H -1.73163 1.49856 -3.51396 0.033
H -0.15308 0.84480 -3.10963 0.017
H -0.27414 2.31254 -4.09296 0.045
H 2.20771 2.12403 1.94079 0.026
H 1.89535 3.22851 3.29335 0.046
H 1.51251 3.74155 1.64307 0.026
H 0.35059 -0.07413 3.31723 0.018
H -1.30214 0.40928 3.78271 0.026
H 0.09466 1.03449 4.67084 0.048
H -1.62931 4.16605 2.15205 0.027
H -0.97117 4.13427 3.79085 0.043
H -2.32335 3.07968 3.36766 0.023

***

Record 2
21
Properties=species:S:1:pos:R:3:nbo_charge:R:1 method="wB97M-V/def2-TZVPD" lumo_ev=-3.2 de_lowest_kcal_mol=102.6 charge=+1 e_tot_ev=-10979.9765 e_homo_ev=-12.826
C 0.91684 -1.41914 0.52386 -0.405
C 0.94968 -0.01230 -1.88405 -0.442
C -1.28777 -0.40575 1.72725 -0.184
C 0.17738 -0.91246 -0.84310 -0.247
C 0.21288 -0.17630 1.22280 -0.273
C 0.59461 1.43699 -1.30809 0.250
C -0.39879 0.28669 -0.09167 0.066
N -1.81872 0.47328 0.55384 -0.553
O 1.43417 2.18622 -0.69815 -0.631
H 0.66187 -2.50469 0.79611 0.247
H 2.02025 -1.15136 0.62675 0.226
H 1.96232 -0.24298 -1.86042 0.226
H 0.46444 -0.25443 -2.78401 0.244
H -1.63994 -1.38906 1.67388 0.227
H -1.65747 0.01973 2.64482 0.230
H -0.42326 -1.82142 -1.19727 0.244
H 0.81641 0.59536 1.70920 0.228
H -0.18971 2.01313 -1.80463 0.201
H -2.75424 0.19373 0.17172 0.438
H -2.00908 1.38903 0.93327 0.428
H 1.96810 1.69573 -0.11212 0.481

***

Record 3
14
Properties=species:S:1:pos:R:3:mulliken_spin:R:1 method="wB97M-V/def2-TZVPD" lumo_ev="-4.9 / -7.4" de_lowest_kcal_mol=11.3 charge=+1 multiplicity=2 e_tot_ev=-7352.6290 s2=0.775 e_homo_ev="-14.118 / -15.878"
C -2.27117 -0.44735 0.82650 0.005
C -0.91807 -0.48428 0.26415 0.307
C -0.35933 0.68028 -0.22585 0.058
C 0.97122 0.79433 -0.71058 0.170
C 1.95781 -0.11557 -0.56776 0.245
O 3.15632 0.15509 -1.06414 0.125
H -2.14501 -0.48524 1.93645 0.047
H -2.88888 0.39036 0.48124 0.002
H -2.96172 -1.25285 0.45310 0.015
H -0.58263 -1.50560 0.12316 0.017
H -0.90673 1.58565 -0.03060 0.002
H 1.15228 1.80952 -1.11045 0.000
H 1.93099 -0.92686 0.13639 0.009
H 3.86492 -0.19746 -0.51159 -0.001

***

Record 4
12
Properties=species:S:1:pos:R:3:nbo_charge:R:1 method="wB97M-V/def2-TZVPD" lumo_ev=1.0 de_lowest_kcal_mol=15.8 e_tot_ev=-16115.8523 e_homo_ev=-7.861 smiles="C1=C[C@H]2C[C@H]2S1"
C 1.03836 -0.74058 0.62464 -0.414
C 0.12782 -1.06400 -0.51243 -0.350
C -1.60546 0.74994 0.12041 -0.360
C -0.37293 1.23718 -0.14907 -0.225
C 0.74365 0.28547 -0.41031 -0.268
H 0.55806 -0.69120 1.58420 0.225
H 2.08345 -1.06098 0.61875 0.222
H 0.22596 -1.83640 -1.25597 0.241
H -2.47679 1.22339 0.50957 0.234
H -0.25406 2.32186 -0.01712 0.217
H 1.56643 0.56458 -1.06151 0.234
S -1.63449 -0.98925 -0.05114 0.243

***

Record 5
63
Properties=species:S:1:pos:R:3:nbo_charge:R:1 method="wB97M-V/def2-TZVPD" lumo_ev=-3.4 de_lowest_kcal_mol=25.0 charge=+1 e_tot_ev=-128497.4387 e_homo_ev=-10.783
Ir 1.10345 -0.49564 -1.27793 1.264
O -1.33732 -3.29013 0.80845 -0.692
C -0.98156 -3.04623 2.10016 0.318
C -1.57225 -3.79441 3.10673 -0.265
C -1.16233 -3.63110 4.42036 -0.164
C -0.17270 -2.71387 4.74921 -0.246
C 0.37237 -1.92348 3.75143 -0.183
C -0.03980 -2.06533 2.43096 -0.110
C 0.52709 -1.16229 1.36866 0.211
O 0.79003 -1.80680 0.17644 -0.719
N -0.43789 -0.11501 1.06132 -0.443
N -0.23636 0.53842 -0.08960 -0.164
C -0.93822 1.57280 -0.38031 -0.005
C -0.79506 2.35632 -1.57732 -0.136
Br 0.38428 1.63597 -2.87696 0.168
C -1.42621 3.48930 -1.88634 -0.143
C -2.32153 4.25331 -1.00415 -0.020
C -3.44835 4.85692 -1.56224 -0.203
C -4.35206 5.53089 -0.75865 -0.195
C -4.10401 5.67178 0.60021 -0.184
C -2.94650 5.14020 1.15150 -0.189
C -2.06750 4.41934 0.35887 -0.237
H -0.64571 -2.88650 0.25304 0.497
H -2.33207 -4.51746 2.84024 0.231
H -1.60655 -4.24327 5.19440 0.224
H 0.16781 -2.61161 5.77019 0.226
H 1.12911 -1.18470 3.99404 0.213
H 1.42962 -0.68531 1.76680 0.168
H -1.08655 0.23440 1.74954 0.406
H -1.70670 1.89174 0.31556 0.229
H -1.29121 3.88543 -2.88723 0.235
H -3.62497 4.77497 -2.62815 0.219
H -5.24679 5.95629 -1.19260 0.229
H -4.80566 6.20689 1.22599 0.229
H -2.72298 5.29652 2.19839 0.227
H -1.14474 4.04214 0.78358 0.218
O 2.55636 -1.26789 -2.65009 -0.672
C 2.00823 -1.46177 -3.96233 -0.100
C 0.63845 -2.04424 -3.78898 0.186
C 0.06822 -2.89297 -4.71837 -0.220
C -1.21607 -3.36318 -4.49762 -0.118
C -1.88752 -2.98642 -3.34352 -0.229
C -1.24888 -2.14752 -2.45365 0.078
N -0.01369 -1.67934 -2.68361 -0.465
H 3.36175 -0.73020 -2.66318 0.536
H 2.63784 -2.13508 -4.54172 0.225
H 1.94025 -0.50562 -4.49142 0.205
H 0.62440 -3.18315 -5.59936 0.242
H -1.68184 -4.03080 -5.20989 0.243
H -2.88107 -3.34949 -3.12488 0.250
H -1.72276 -1.83807 -1.53121 0.228
F 5.01137 -0.26798 4.16235 -0.273
C 4.41920 -0.05451 2.99417 0.275
C 4.56157 -0.96630 1.96112 0.268
F 5.28057 -2.06784 2.14286 -0.275
C 3.95087 -0.72350 0.74617 0.319
F 4.07423 -1.62286 -0.24129 -0.312
C 3.17636 0.40798 0.51529 0.159
O 2.61987 0.67349 -0.68508 -0.738
C 3.01677 1.28056 1.58536 0.279
F 2.22975 2.35373 1.43198 -0.299
C 3.64364 1.07472 2.80097 0.273
F 3.48190 1.94777 3.79133 -0.278

***

Record 6
19
Properties=species:S:1:pos:R:3:nbo_charge:R:1 method="wB97M-V/def2-TZVPD" lumo_ev=1.1 de_lowest_kcal_mol=60.5 e_tot_ev=-10151.7784 e_homo_ev=-8.746 smiles="C[C@@H]1C(/C=C/F)[C@H]1C"
C 0.36198 -0.55814 0.24592 -0.256
C 1.75242 -0.31491 -0.16355 -0.276
C -0.64183 0.56283 0.41486 -0.242
C 2.98187 -0.48717 0.37767 0.223
C -1.06772 -0.47719 -0.48758 -0.179
C -0.35223 1.92277 -0.12765 -0.630
C -2.21791 -1.32382 -0.03878 -0.597
F 4.15582 -0.08473 -0.23348 -0.352
H 0.43897 -1.37202 1.08393 0.214
H 1.77588 0.21391 -1.10143 0.207
H -1.13868 0.51295 1.47209 0.215
H 3.28326 -1.07105 1.23003 0.166
H -1.08722 -0.23216 -1.59088 0.221
H -0.30775 1.94475 -1.30258 0.200
H 0.66381 2.30732 -0.06259 0.224
H -1.01951 2.75327 0.02232 0.229
H -3.04632 -0.65142 -0.16711 0.211
H -2.24206 -1.53686 1.11147 0.210
H -2.29279 -2.10830 -0.68267 0.212